{
  "formula": "C43H41AsClN2O3S2W",
  "method": "ωB97M-V/def2-TZVPD",
  "charge": 1,
  "lumo_energy_ev": [-3.25, -3.27],
  "fmax_ev_per_a": 0.64,
  "homo_energy_ev": [-10.15, -10.23],
  "orbital_gap_ev": [6.901, 6.957],
  "elements": ["W", "C", "N", "C", "C", "N", "C", "C", "C", "C", "C", "C", "C", "S", "C", "C", "C", "C", "C", "C", "S", "H", "H", "H", "H", "H", "H", "H", "H", "H", "H", "H", "H", "H", "H", "H", "H", "H", "H", "C", "C", "C", "C", "C", "C", "As", "C", "C", "C", "C", "C", "C", "C", "C", "C", "C", "C", "C", "H", "H", "H", "H", "H", "H", "H", "H", "H", "H", "H", "H", "H", "H", "H", "C", "C", "C", "C", "Cl", "C", "C", "C", "O", "C", "C", "O", "O", "H", "H", "H", "H", "H", "H", "H", "H"],
  "positions_angstrom": [[-0.1795, 0.0503, -0.3999], [-1.3158, -0.4620, 2.5520], [0.0363, -0.2600, 1.9334], [0.6495, 0.9420, 2.5353], [-0.0767, 2.1601, 2.0372], [0.0663, 2.2555, 0.5601], [-0.9438, 3.2305, 0.0760], [1.4281, 2.7738, 0.3050], [1.7206, 4.1118, 0.5456], [3.0114, 4.5910, 0.3942], [4.0295, 3.7265, 0.0122], [3.7425, 2.3951, -0.2263], [2.4433, 1.9112, -0.0833], [2.1129, 0.2408, -0.5817], [0.8147, -1.4697, 2.2070], [1.6882, -1.6013, 3.2698], [2.3283, -2.8207, 3.4735], [2.0750, -3.8929, 2.6349], [1.1867, -3.7578, 1.5743], [0.5611, -2.5410, 1.3616], [-0.5777, -2.2619, 0.0486], [-1.7065, -1.4305, 2.2577], [-2.0131, 0.2985, 2.2074], [-1.2246, -0.4165, 3.6395], [1.7008, 0.9745, 2.2491], [0.5873, 0.8979, 3.6254], [0.3333, 3.0574, 2.5066], [-1.1391, 2.1207, 2.2759], [-0.6783, 3.5866, -0.9136], [-1.0243, 4.0801, 0.7557], [-1.9038, 2.7280, 0.0357], [0.9444, 4.7985, 0.8552], [3.2170, 5.6371, 0.5742], [5.0405, 4.0914, -0.1076], [4.5191, 1.7123, -0.5472], [1.8960, -0.7782, 3.9386], [3.0258, -2.9227, 4.2933], [2.5741, -4.8383, 2.7998], [0.9882, -4.5836, 0.9035], [2.5573, 1.2040, -6.0546], [2.1157, 1.8845, -4.9305], [1.4205, 1.2127, -3.9338], [1.1691, -0.1495, -4.0632], [1.6111, -0.8304, -5.1948], [2.3042, -0.1539, -6.1865], [0.1581, -1.1527, -2.7460], [1.0430, -2.8694, -2.7935], [0.6571, -3.8689, -3.6784], [1.3574, -5.0685, -3.7184], [2.4478, -5.2663, -2.8863], [2.8449, -4.2617, -2.0125], [2.1442, -3.0677, -1.9640], [-1.5074, -1.4447, -3.6847], [-1.8975, -0.5733, -4.6952], [-3.1588, -0.6954, -5.2649], [-4.0227, -1.6925, -4.8371], [-3.6247, -2.5820, -3.8451], [-2.3703, -2.4578, -3.2689], [3.0969, 1.7316, -6.8300], [2.3061, 2.9448, -4.8272], [1.0727, 1.7567, -3.0696], [1.4251, -1.8919, -5.3020], [2.6485, -0.6894, -7.0614], [-0.1834, -3.7187, -4.3434], [1.0511, -5.8449, -4.4071], [2.9938, -6.1997, -2.9230], [3.7024, -4.4077, -1.3682], [2.4593, -2.2953, -1.2723], [-1.2270, 0.2092, -5.0288], [-3.4639, -0.0077, -6.0424], [-5.0033, -1.7869, -5.2845], [-4.2911, -3.3738, -3.5272], [-2.0476, -3.1647, -2.5127], [-4.5398, 1.4872, 1.5037], [-4.5489, 0.0282, 1.1452], [-5.4966, -0.8039, 1.7380], [-5.5788, -2.1433, 1.4062], [-6.7640, -3.1409, 2.1752], [-4.7256, -2.6935, 0.4621], [-3.7806, -1.8783, -0.1322], [-3.6844, -0.5430, 0.2194], [-2.6863, 0.2367, -0.4009], [-3.1520, 0.8524, -1.6122], [-2.0165, 1.6064, -2.2724], [-2.2227, 2.4150, -3.1339], [-0.8094, 1.3197, -1.8058], [-4.7768, 1.6254, 2.5579], [-5.2942, 2.0264, 0.9265], [-3.5805, 1.9547, 1.3083], [-6.1825, -0.3943, 2.4683], [-4.7998, -3.7396, 0.2009], [-3.1107, -2.2754, -0.8769], [-3.9587, 1.5539, -1.3897], [-3.5203, 0.0867, -2.3022]],
  "atomic_forces_ev_per_a": [[0.6, -0.1, -0.1], [0.0, 0.0, 0.1], [-0.2, 0.1, 0.0], [0.0, 0.0, 0.0], [0.0, 0.0, 0.0], [0.1, 0.1, -0.1], [0.0, 0.0, 0.0], [0.0, -0.1, 0.1], [0.0, 0.0, 0.0], [0.0, -0.1, 0.0], [0.0, 0.0, 0.0], [0.0, 0.0, 0.0], [0.0, -0.1, 0.0], [-0.5, 0.2, 0.0], [0.0, 0.0, 0.0], [0.0, 0.0, 0.0], [0.0, 0.0, 0.0], [0.0, 0.0, 0.0], [0.0, 0.0, 0.0], [0.0, 0.0, 0.0], [0.0, 0.0, -0.2], [0.0, 0.0, 0.0], [0.0, 0.0, 0.0], [0.0, 0.0, 0.0], [0.0, 0.0, 0.0], [0.0, 0.0, 0.0], [0.0, 0.0, 0.0], [0.0, 0.0, 0.0], [0.0, 0.0, 0.0], [0.0, 0.0, 0.0], [-0.2, 0.0, 0.0], [0.0, 0.0, 0.0], [0.0, 0.0, 0.0], [0.0, 0.0, 0.0], [0.0, 0.0, 0.0], [0.0, 0.0, 0.0], [0.0, 0.0, 0.0], [0.0, 0.0, 0.0], [0.0, 0.0, 0.0], [0.0, 0.0, 0.0], [0.0, 0.0, 0.0], [0.1, -0.1, 0.0], [0.0, 0.1, 0.0], [0.0, 0.0, 0.0], [0.0, 0.0, 0.0], [-0.1, 0.0, 0.0], [0.1, 0.0, 0.0], [0.0, 0.0, 0.0], [0.0, 0.0, 0.0], [0.0, 0.0, 0.0], [0.0, 0.0, 0.0], [0.0, 0.0, 0.0], [0.0, 0.0, 0.0], [0.0, 0.1, 0.0], [0.0, 0.0, 0.0], [0.0, 0.0, 0.0], [0.0, 0.0, 0.0], [0.0, 0.0, -0.1], [0.0, 0.0, 0.0], [0.0, 0.0, 0.0], [0.0, 0.0, 0.0], [0.0, 0.0, 0.0], [0.0, 0.0, 0.0], [0.0, 0.0, 0.0], [0.0, 0.0, 0.0], [0.0, 0.0, 0.0], [0.0, 0.0, 0.0], [0.0, 0.0, 0.0], [0.0, 0.0, 0.0], [0.0, 0.0, 0.0], [0.0, 0.0, 0.0], [0.0, 0.0, 0.0], [0.0, 0.0, 0.0], [0.0, 0.0, 0.0], [0.0, 0.0, 0.0], [0.0, 0.0, 0.0], [0.0, 0.0, 0.0], [0.0, 0.0, 0.0], [0.0, 0.0, 0.0], [0.0, 0.0, 0.0], [0.0, -0.1, -0.1], [0.1, 0.0, 0.1], [-0.1, 0.0, 0.0], [0.1, 0.0, 0.0], [0.0, 0.0, 0.0], [-0.1, -0.2, 0.0], [0.0, 0.0, 0.0], [0.0, 0.0, 0.0], [0.2, 0.1, -0.1], [0.0, 0.0, 0.0], [0.0, 0.0, 0.0], [0.0, 0.0, 0.0], [0.0, 0.0, 0.0], [0.0, 0.0, 0.0]]
}

=====

{
  "formula": "C43H41BClKN6O6SSi",
  "method": "ωB97M-V/def2-TZVPD",
  "charge": -2,
  "de_lowest_kj_mol": 13.03,
  "lumo_energy_ev": 3.50,
  "fmax_ev_per_a": 0.75,
  "homo_energy_ev": -2.54,
  "orbital_gap_ev": 6.047,
  "elements": ["K", "Cl", "C", "C", "C", "C", "O", "C", "C", "N", "C", "C", "C", "C", "C", "C", "C", "C", "N", "C", "C", "H", "H", "H", "H", "H", "H", "H", "H", "H", "H", "C", "C", "S", "O", "O", "C", "C", "N", "C", "N", "C", "C", "N", "O", "O", "C", "H", "H", "H", "H", "H", "H", "H", "H", "H", "H", "H", "H", "H", "B", "C", "N", "H", "H", "H", "O", "Si", "C", "C", "C", "C", "C", "C", "C", "C", "C", "C", "C", "C", "C", "C", "C", "C", "C", "C", "H", "H", "H", "H", "H", "H", "H", "H", "H", "H", "H", "H", "H", "H", "H"],
  "positions_angstrom": [[0.1461, -0.0279, 0.4026], [6.2410, 3.9849, 2.4239], [5.0345, 3.0009, 1.6070], [5.3414, 1.6721, 1.2694], [4.4241, 0.8997, 0.6178], [3.1166, 1.3854, 0.2414], [2.3121, 0.6659, -0.3976], [2.8334, 2.7473, 0.6427], [1.5710, 3.3870, 0.3815], [0.5186, 2.8286, -0.0923], [-0.5766, 3.6093, -0.4271], [-0.4798, 4.7830, -1.1434], [-1.6304, 5.4939, -1.5451], [-2.8803, 5.0332, -1.2482], [-3.0275, 3.8245, -0.5226], [-4.2902, 3.2667, -0.2122], [-4.3573, 2.0935, 0.4760], [-3.1505, 1.4665, 0.8592], [-1.9678, 1.9454, 0.5841], [-1.8844, 3.1114, -0.1041], [3.8065, 3.5171, 1.3036], [6.3116, 1.2689, 1.5352], [4.6511, -0.1268, 0.3568], [1.5339, 4.4564, 0.6450], [0.5018, 5.1350, -1.4356], [-1.5111, 6.4101, -2.1121], [-3.7673, 5.5666, -1.5707], [-5.1885, 3.7762, -0.5439], [-5.3015, 1.6201, 0.7129], [-3.1705, 0.5188, 1.3824], [3.5678, 4.5382, 1.5820], [-2.1265, -8.6657, -1.7534], [-1.9134, -7.6901, -0.6067], [-0.1861, -7.6206, -0.1884], [0.5223, -7.0704, -1.3152], [0.2161, -8.9047, 0.3392], [-0.1638, -6.4457, 1.1519], [1.2372, -5.8857, 1.4212], [1.5285, -4.7474, 0.5651], [0.8648, -3.5616, 0.6522], [1.1681, -2.7552, -0.3511], [2.0573, -3.4220, -1.1205], [2.2897, -4.6617, -0.5915], [3.2086, -5.6336, -1.0525], [3.7038, -5.4524, -2.1533], [3.5152, -6.5625, -0.3143], [-0.0637, -3.1983, 1.7498], [-3.1875, -8.7142, -1.9974], [-1.7814, -9.6641, -1.4852], [-1.5850, -8.3321, -2.6374], [-2.4463, -7.9910, 0.2966], [-2.2064, -6.6759, -0.8839], [-0.5432, -6.9812, 2.0222], [-0.8545, -5.6418, 0.8942], [2.0066, -6.6372, 1.2808], [1.2783, -5.5445, 2.4540], [2.5064, -2.9949, -2.0007], [-0.3169, -4.0385, 2.3939], [-0.9668, -2.7620, 1.3052], [0.3913, -2.4246, 2.3763], [-0.0474, -0.0998, 6.0516], [0.3389, -0.2866, 4.5167], [0.6284, -0.4260, 3.4048], [0.7799, 0.6270, 6.5729], [-0.0435, -1.2019, 6.5794], [-1.1596, 0.3963, 6.1121], [-2.0362, -1.5107, 0.0435], [-3.3633, -1.7940, -0.7403], [-4.8707, -1.9778, 0.4163], [-4.6441, -1.8129, 1.7857], [-5.6759, -1.9004, 2.7132], [-6.9699, -2.1647, 2.2879], [-7.2208, -2.3502, 0.9342], [-6.1816, -2.2600, 0.0173], [-3.7552, -0.3692, -1.9494], [-5.0057, -0.0941, -2.5074], [-5.2134, 1.0105, -3.3241], [-4.1632, 1.8738, -3.6068], [-2.9073, 1.6185, -3.0740], [-2.7137, 0.5103, -2.2599], [-3.3540, -3.3772, -1.8125], [-2.4144, -3.4830, -2.8440], [-2.3399, -4.6068, -3.6546], [-3.2248, -5.6611, -3.4637], [-4.1597, -5.5882, -2.4411], [-4.2101, -4.4650, -1.6203], [-3.6302, -1.6187, 2.1197], [-5.4657, -1.7624, 3.7672], [-7.7784, -2.2322, 3.0067], [-8.2271, -2.5685, 0.5939], [-6.3995, -2.4305, -1.0321], [-5.8480, -0.7418, -2.2909], [-6.1992, 1.2031, -3.7336], [-4.3238, 2.7453, -4.2311], [-2.0826, 2.2941, -3.2715], [-1.7372, 0.3315, -1.8254], [-1.7209, -2.6651, -3.0126], [-1.5921, -4.6615, -4.4368], [-3.1781, -6.5353, -4.1028], [-4.8517, -6.4084, -2.2785], [-4.9431, -4.4325, -0.8226]],
  "atomic_forces_ev_per_a": [[-0.5, -0.3, 0.4], [0.0, 0.0, 0.0], [0.0, 0.0, 0.0], [0.0, 0.0, 0.0], [0.0, 0.0, 0.0], [0.1, 0.1, -0.1], [0.7, 0.1, -0.1], [0.0, 0.0, 0.0], [0.0, 0.0, 0.0], [0.0, 0.0, -0.1], [0.0, 0.0, 0.0], [0.0, 0.0, 0.0], [0.0, 0.0, 0.0], [0.0, 0.0, 0.0], [0.0, 0.0, 0.0], [0.0, 0.0, 0.0], [0.0, 0.0, 0.0], [0.0, 0.0, 0.0], [0.0, 0.1, 0.0], [0.0, 0.0, 0.0], [0.0, 0.0, 0.0], [0.0, 0.0, 0.0], [0.0, 0.0, 0.0], [0.0, 0.0, 0.0], [0.0, 0.0, 0.0], [0.0, 0.0, 0.0], [0.0, 0.0, 0.0], [0.0, 0.0, 0.0], [0.0, 0.0, 0.0], [0.0, 0.0, 0.0], [0.0, 0.0, 0.0], [0.0, 0.0, 0.0], [0.0, 0.0, 0.0], [0.0, 0.0, 0.0], [0.0, 0.0, 0.0], [0.0, 0.0, 0.0], [0.0, 0.0, 0.0], [-0.1, 0.0, -0.1], [0.0, 0.0, 0.0], [0.0, 0.0, 0.0], [0.1, 0.1, 0.0], [0.0, -0.1, 0.0], [-0.1, 0.0, 0.0], [0.2, 0.2, 0.1], [-0.1, 0.0, 0.0], [-0.1, -0.1, 0.0], [0.0, 0.0, 0.0], [0.0, 0.0, 0.0], [0.0, 0.0, 0.0], [0.0, 0.0, 0.0], [0.0, 0.0, 0.0], [0.0, 0.0, 0.0], [0.0, 0.0, 0.0], [0.0, 0.0, 0.0], [0.0, 0.0, 0.0], [0.0, 0.0, 0.0], [0.0, 0.0, 0.0], [0.0, 0.0, 0.0], [0.0, 0.0, 0.0], [0.0, 0.0, 0.0], [0.0, 0.0, 0.0], [0.0, 0.0, 0.0], [-0.1, 0.0, -0.1], [0.0, 0.0, 0.0], [0.0, 0.0, 0.0], [0.0, 0.0, 0.0], [-0.1, -0.1, 0.0], [0.0, 0.1, 0.0], [0.0, 0.0, 0.0], [0.0, 0.0, 0.0], [0.0, 0.0, 0.0], [0.0, 0.0, 0.0], [0.0, 0.0, 0.0], [0.0, 0.0, 0.0], [0.0, 0.0, 0.0], [0.0, 0.0, 0.0], [0.0, 0.0, 0.0], [0.0, 0.0, 0.0], [0.0, 0.0, 0.0], [0.0, 0.0, 0.0], [0.0, 0.0, 0.0], [0.0, 0.0, 0.0], [0.0, 0.0, 0.0], [0.0, 0.0, 0.0], [0.0, 0.0, 0.0], [0.0, 0.0, -0.1], [0.0, 0.0, 0.0], [0.0, 0.0, 0.0], [0.0, 0.0, 0.0], [0.0, 0.0, 0.0], [0.0, 0.0, 0.0], [0.0, 0.0, 0.0], [0.0, 0.0, 0.0], [0.0, 0.0, 0.0], [0.0, 0.0, 0.0], [0.0, 0.0, 0.0], [0.0, 0.0, 0.0], [0.0, 0.0, 0.0], [0.0, 0.0, 0.0], [0.0, 0.0, 0.0], [0.0, 0.0, 0.0]]
}